# 1
ORCA calculation (ωB97M-V with the def2-TZVPD basis set) on a gas-phase ion, C12H24N (charge +1).

XYZ file:
```
37
Properties=species:S:1:pos:R:3
C 5.7330 1.1518 0.3457
C 4.3859 0.6860 0.5321
C 3.2614 0.2962 0.6898
C 1.9046 -0.1610 0.9186
N 1.2528 -0.6560 -0.3356
C 1.2030 0.4372 -1.3218
C 2.0622 -1.7593 -0.8872
C -0.1153 -1.1800 -0.0454
C -1.1329 -0.1766 0.4911
C -2.4692 -0.8881 0.7373
C -3.5683 0.0720 1.2136
C -4.4825 0.5843 0.0988
C -3.7831 1.4426 -0.9488
H 5.7498 1.9852 -0.3551
H 6.3607 0.3479 -0.0359
H 6.1338 1.4875 1.3008
H 1.9089 -0.9756 1.6489
H 1.3114 0.6656 1.3168
H 0.6785 1.2966 -0.9109
H 0.6928 0.1052 -2.2239
H 2.2170 0.7432 -1.5746
H 1.6430 -2.0989 -1.8321
H 3.0830 -1.4168 -1.0509
H 2.0841 -2.5958 -0.1906
H -0.0098 -1.9947 0.6757
H -0.5017 -1.6050 -0.9753
H -0.8006 0.2513 1.4377
H -1.2946 0.6326 -0.2182
H -2.3140 -1.6631 1.4901
H -2.7980 -1.3828 -0.1781
H -4.1953 -0.4494 1.9377
H -3.1159 0.9206 1.7306
H -4.9587 -0.2665 -0.3925
H -5.2728 1.1769 0.5621
H -4.5195 1.8763 -1.6202
H -3.0964 0.8527 -1.5527
H -3.2377 2.2580 -0.4774
```

Summary:
Net charge = +1
SMILES = CC#CC[N+](C)(C)CCCCCC
HOMO-LUMO gap = 11.1 eV
LUMO = -2.416 eV

# 2
ORCA calculation (ωB97M-V with the def2-TZVPD basis set) on a molecular structure, FeI at a distorted geometry.

XYZ file:
```
2
Properties=species:S:1:pos:R:3
Fe 0.5894 -1.1367 -0.2992
I -0.5894 1.1367 0.2992
```

Summary:
Net charge = +1
HOMO-LUMO gap (spin up / spin down) = 7.0 / 6.8 eV
LUMO (spin up / spin down) = -7.694 / -7.790 eV
Spin multiplicity = 5